Molecular formula: C21H19BrN6OS6SbTi
Method: DFT, ωB97M-V/def2-TZVPD

LUMO energy (alpha / beta) ... 3.656 / 3.656 eV
HOMO-LUMO gap (alpha / beta) ... 4.408 / 4.438 eV
Net charge ... -2
DFT total energy ... -7268.54331 Eh
Spin multiplicity ... 2
ΔE to the lowest compared entry with this formula, charge and spin ... 2.0366 eV

CARTESIAN COORDINATES (ANGSTROEM)
1 Ti -0.00630 -0.19883 0.69585
2 N 2.01964 0.96108 4.06993
3 C 1.38767 0.07278 3.22232
4 S -0.35375 -0.05191 3.29006
5 N 2.16167 -0.63135 2.44877
6 N 1.39557 -1.41960 1.59645
7 C 1.55035 -2.68503 1.60487
8 C 0.65984 -3.58091 0.90054
9 C 1.02218 -4.92584 0.78162
10 C 0.19289 -5.85457 0.18571
11 C -1.04614 -5.43278 -0.29264
12 C -1.43819 -4.11594 -0.17501
13 C -0.60316 -3.14686 0.41458
14 O -1.02733 -1.90946 0.50394
15 H 1.41908 1.73486 4.30783
16 H 2.90576 1.26472 3.68610
17 H 2.35785 -3.10839 2.20060
18 H 1.98903 -5.23205 1.16599
19 H 0.50057 -6.88792 0.09022
20 H -1.71196 -6.14575 -0.76666
21 H -2.39614 -3.77748 -0.55205
22 C -4.29569 -0.49424 -4.22728
23 C -2.89599 -0.85408 -3.81186
24 C -2.07266 -1.66000 -4.59312
25 C -0.79634 -1.96727 -4.16119
26 C -0.37927 -1.44472 -2.94106
27 Br 1.37494 -1.78480 -2.33116
28 N -1.13804 -0.67276 -2.18961
29 C -2.36708 -0.39380 -2.61528
30 H -4.47808 -0.76795 -5.26720
31 H -4.47211 0.57742 -4.12292
32 H -5.03664 -1.00832 -3.61093
33 H -2.43000 -2.04156 -5.54370
34 H -0.12918 -2.58314 -4.74659
35 H -2.95285 0.23936 -1.95706
36 S 4.70266 3.44386 -1.44803
37 Sb 4.29330 1.34042 -0.64684
38 S 0.50009 2.18198 0.96698
39 S 1.23777 1.34897 -0.79680
40 S 4.56770 -0.23458 -2.30569
41 N -3.34075 -0.82469 1.84948
42 C -3.32705 0.43024 1.31639
43 N -2.49206 0.84008 0.42109
44 C -2.79128 2.12582 -0.00418
45 C -2.08048 2.83077 -0.97311
46 C -2.49757 4.10954 -1.29213
47 C -3.59387 4.69608 -0.65552
48 C -4.30154 4.00870 0.31531
49 C -3.89221 2.71906 0.62543
50 S -4.57484 1.59082 1.77023
51 H -2.51310 -1.36613 1.58752
52 H -3.55336 -0.86857 2.83415
53 H -1.20225 2.38022 -1.42364
54 H -1.94294 4.67656 -2.02871
55 H -3.89028 5.70480 -0.91652
56 H -5.14868 4.46242 0.81424

Forces on atoms 1 to 6 (eV/Å):
-0.5 1.6 -0.2
0.0 0.0 0.0
0.2 0.0 0.0
0.0 0.0 0.0
-0.1 -0.2 0.0
0.1 -0.3 0.1

These are the Löwdin partial charges, in e, on atoms 1 to 6: atom 1 (Ti): 0.36, atom 2 (N): 0.05, atom 3 (C): -0.95, atom 4 (S): 0.51, atom 5 (N): 0.01, atom 6 (N): -0.16